Entry 1:
Formula: C28H50BMnN5O3P2S4
Source: OMol25
Level of theory: ωB97M-V/def2-TZVPD

Last column: Löwdin spin population.
Positions of all 94 atoms, in Å:
Mn 0.5079 0.1757 0.0725  3.86
C 1.9842 3.2360 1.4056  0.00
N 0.5759 3.3727 1.7247  0.00
C -0.1800 4.5043 1.5277  0.00
C -1.4485 4.1763 1.8555  0.00
N -1.4741 2.8588 2.2487  0.00
B -2.8687 2.2143 2.6272  0.00
N -2.7912 0.6692 2.6288  0.00
C -3.0246 -0.1162 3.7326  0.00
C -2.7595 -1.3994 3.4034  0.00
N -2.3595 -1.3915 2.0865  0.00
C -1.8798 -2.5422 1.3386  0.00
C -2.3753 -0.1238 1.6319  0.00
S -1.8771 0.3605 0.0465  -0.02
C -0.2283 2.3698 2.1666  0.00
S 0.3641 0.7777 2.5054  -0.01
H 2.4468 4.2199 1.4587  0.00
H 2.1124 2.8235 0.4036  0.00
H 2.4521 2.5547 2.1123  0.00
H 0.2478 5.4205 1.1626  0.00
H -2.3499 4.7615 1.8273  0.00
H -3.6559 2.6054 1.7985  0.00
H -3.1692 2.5653 3.7472  0.00
H -3.3429 0.3119 4.6650  0.00
H -2.7872 -2.3009 3.9889  0.00
H -2.1115 -3.4353 1.9164  0.00
H -0.8032 -2.4744 1.1827  0.00
H -2.3809 -2.5854 0.3731  0.00
C 3.0052 1.4774 -3.3309  0.00
C 2.0457 0.5270 -4.0686  0.01
C 2.0952 0.8416 -5.5681  0.00
C 2.6015 -0.8874 -3.8386  0.00
P 0.3474 0.6492 -3.2344  0.05
N 0.4514 0.6595 -1.6977  0.08
C -0.7258 -0.7831 -3.8648  0.01
C -2.1887 -0.5599 -3.4524  0.00
C -0.7086 -1.0270 -5.3782  0.00
C -0.2709 -2.0542 -3.1267  0.00
C -0.4535 2.2843 -3.7721  0.00
C 0.5431 3.4177 -3.4870  0.00
C -1.6597 2.5552 -2.8591  0.00
C -0.8928 2.3829 -5.2364  0.00
H 4.0313 1.1489 -3.5178  0.00
H 2.8452 1.4419 -2.2546  0.00
H 2.9213 2.5068 -3.6751  0.00
H 3.1189 0.6667 -5.9152  0.00
H 1.8589 1.8833 -5.7830  0.00
H 1.4363 0.2099 -6.1632  0.00
H 3.6512 -0.8917 -4.1465  0.00
H 2.0903 -1.6447 -4.4284  0.00
H 2.5847 -1.1673 -2.7853  0.00
H -2.6706 0.2363 -4.0168  0.00
H -2.2832 -0.3531 -2.3878  0.00
H -2.7400 -1.4826 -3.6587  0.00
H -1.0250 -0.1503 -5.9454  0.00
H -1.4155 -1.8330 -5.6017  0.00
H 0.2641 -1.3413 -5.7471  0.00
H -0.2198 -1.8855 -2.0517  0.00
H 0.7013 -2.4143 -3.4523  0.00
H -1.0055 -2.8435 -3.3186  0.00
H 0.9534 3.3303 -2.4801  0.00
H 0.0125 4.3720 -3.5615  0.00
H 1.3642 3.4447 -4.2004  0.00
H -1.3819 2.4398 -1.8120  0.00
H -2.5043 1.9004 -3.0569  0.00
H -1.9927 3.5852 -3.0244  0.00
H -0.0779 2.1972 -5.9353  0.00
H -1.2596 3.3983 -5.4216  0.00
H -1.7060 1.7003 -5.4745  0.00
C 2.7075 -1.6814 4.4779  0.00
P 1.1911 -2.3675 3.6986  0.00
C 1.6883 -4.1265 3.5255  0.00
C 0.0991 -2.4500 5.1742  0.00
C -0.5298 -3.6167 5.6075  0.00
C -1.4698 -3.5891 6.6324  0.00
C -1.7936 -2.3919 7.2517  0.00
C -1.1692 -1.2208 6.8361  0.00
C -0.2434 -1.2503 5.8069  0.00
H 2.5427 -0.6320 4.7247  0.00
H 3.4936 -1.7275 3.7252  0.00
H 2.9976 -2.2291 5.3770  0.00
H 1.9966 -4.5815 4.4703  0.00
H 2.5178 -4.1332 2.8185  0.00
H 0.8768 -4.7106 3.0878  0.00
H -0.2893 -4.5641 5.1402  0.00
H -1.9472 -4.5094 6.9484  0.00
H -2.5255 -2.3687 8.0496  0.00
H -1.4189 -0.2770 7.3063  0.00
H 0.1981 -0.3230 5.4591  0.00
O 3.0168 -2.5706 1.3892  0.00
S 2.5195 -1.9336 0.1828  0.01
O 1.0137 -1.9155 0.1521  0.07
O 3.0729 -2.4704 -1.0411  0.00
S 2.8899 0.0933 0.2919  -0.07

Computed properties:
charge: -1
spin multiplicity: 5
orbital gap (spin up / spin down): 6.69 / 7.40 eV
energy above the lowest of the compared OMol25 structures with the same formula, charge and spin: 0.540 eV
E_HOMO (spin up / spin down): -4.80 / -4.86 eV
lowest unoccupied orbital energy (spin up / spin down): 1.88 / 2.53 eV

Entry 2:
Formula: C5H11KN
Source: OMol25
Level of theory: ωB97M-V/def2-TZVPD

Last column: Löwdin charge in e.
Positions of all 18 atoms, in Å:
N 0.5993 0.5959 1.1233  -0.19
C -0.5453 1.2622 0.4987  -0.23
C 1.4579 -0.0278 0.1142  -0.23
C -1.4094 0.2221 -0.2053  -0.20
C 0.6754 -1.1204 -0.6054  -0.20
C -0.5850 -0.5370 -1.2461  -0.19
H 1.1448 1.2834 1.6585  0.12
H -1.1242 1.7801 1.2873  0.13
H -0.2284 2.0228 -0.2406  0.13
H 2.3447 -0.4538 0.6216  0.13
H 1.8175 0.7053 -0.6332  0.13
H -1.7967 -0.4856 0.5526  0.08
H -2.2789 0.7157 -0.6804  0.13
H 1.3162 -1.5995 -1.3704  0.13
H 0.3941 -1.8965 0.1322  0.08
H -0.2866 0.1653 -2.0480  0.13
H -1.1906 -1.3394 -1.7096  0.12
K -0.3047 -1.2929 2.7507  0.94

Computed properties:
charge: +1
orbital gap: 9.64 eV
energy above the lowest of the compared OMol25 structures with the same formula, charge and spin: 0.000 eV
E_HOMO: -13.45 eV
lowest unoccupied orbital energy: -3.82 eV